1.
47
Properties=species:S:1:pos:R:3 method="wB97M-V/def2-TZVPD" homo_lumo_gap_ev=5.9 homo_ha=-0.140 largest_force_ha_per_bohr=0.0198 total_energy_ha=-1991.96586 charge=-1
N 5.67 1.62 1.61
P 4.50 2.25 0.70
B 3.65 1.10 -0.65
N 4.14 1.50 -2.05
C 2.00 1.07 -0.58
O 1.34 0.06 -0.76
C 1.17 2.36 -0.31
F 0.89 2.40 1.04
F 1.94 3.45 -0.60
C -0.19 2.54 -1.08
F -0.29 3.84 -1.50
F -0.24 1.76 -2.18
C -1.47 2.33 -0.22
F -2.55 2.54 -1.05
F -1.50 3.28 0.74
C -1.70 0.93 0.36
O -1.52 -0.05 -0.30
O -2.18 0.94 1.62
H 5.44 1.72 2.58
H 3.51 2.81 1.54
H 4.98 3.39 -0.01
H 4.02 -0.02 -0.39
H 3.99 2.47 -2.30
H 3.78 0.90 -2.78
H -3.12 0.69 1.60
N -4.11 -1.05 3.30
C -3.47 -1.18 4.46
C -4.11 -1.48 5.65
C -5.48 -1.65 5.64
C -6.16 -1.52 4.44
C -5.43 -1.22 3.30
H -2.40 -1.03 4.42
H -3.54 -1.57 6.57
H -6.02 -1.88 6.55
H -7.23 -1.65 4.38
H -5.92 -1.12 2.34
N 2.40 -1.50 -3.67
C 2.93 -2.33 -4.56
C 2.28 -3.45 -5.05
C 1.01 -3.73 -4.58
C 0.44 -2.87 -3.65
C 1.18 -1.77 -3.22
H 3.93 -2.07 -4.91
H 2.76 -4.09 -5.78
H 0.47 -4.60 -4.93
H -0.54 -3.05 -3.25
H 0.78 -1.08 -2.48

2.
35
Properties=species:S:1:pos:R:3 method="wB97M-V/def2-TZVPD" homo_lumo_gap_ev="6.5 / 6.5" homo_ha="-0.192 / -0.192" largest_force_ha_per_bohr=0.0261 total_energy_ha=-7025.59141 charge=-1
Ir 0.38 1.46 -1.30
O 4.68 6.28 -3.57
C 3.92 5.43 -3.16
S 2.15 5.55 -3.28
C 1.81 4.03 -2.49
C 2.86 3.30 -2.07
S 2.58 1.75 -1.36
S 4.46 3.95 -2.34
S 0.22 3.41 -2.29
Br 0.71 -2.86 5.05
C -0.03 -1.67 3.77
C -1.33 -1.21 3.94
C -1.86 -0.34 3.00
C -1.11 0.06 1.90
C 0.19 -0.41 1.76
C 0.75 -1.27 2.69
C -1.77 0.97 0.88
O -2.75 1.61 1.17
O -1.27 0.87 -0.32
H -1.91 -1.54 4.78
H -2.86 0.04 3.10
H 0.79 -0.11 0.90
H 1.76 -1.64 2.58
C -2.97 -2.26 -2.60
S -2.84 -2.06 -0.81
C -1.12 -2.22 -0.53
C -0.07 -1.64 -1.14
S -0.05 -0.49 -2.48
S 1.50 -2.05 -0.48
C 0.98 -3.05 0.83
S 1.98 -3.73 1.93
S -0.74 -3.26 0.83
H -4.02 -2.46 -2.81
H -2.37 -3.10 -2.94
H -2.66 -1.35 -3.12

3.
69
Properties=species:S:1:pos:R:3 method="wB97M-V/def2-TZVPD" homo_lumo_gap_ev="9.7 / 7.8" homo_ha="-0.441 / -0.446" largest_force_ha_per_bohr=0.0658 total_energy_ha=-3868.42199 charge=+1 spin_multiplicity=4
Re 0.80 0.33 -0.22
C -0.96 -4.68 -1.09
C -0.30 -3.35 -1.38
O 0.09 -3.22 -2.72
P -1.43 -1.95 -1.17
O -2.05 -2.09 0.28
O -2.59 -2.16 -2.20
O -0.80 -0.62 -1.34
P 1.19 -3.10 -0.31
O 0.60 -3.42 1.19
O 2.25 -4.06 -0.65
O 1.63 -1.64 -0.23
H -1.76 -4.83 -1.82
H -1.39 -4.66 -0.08
H -0.23 -5.48 -1.16
H 1.00 -3.53 -2.83
H -2.55 -1.24 0.41
H -2.95 -1.27 -2.43
H 0.91 -4.29 1.41
C 4.14 1.07 -0.80
P 2.98 0.90 0.58
C 3.79 -0.24 1.73
C 2.86 2.54 1.42
C 1.97 3.46 0.59
P 0.30 2.72 0.12
C -0.12 3.97 -1.14
C -0.65 3.06 1.64
H 5.14 1.33 -0.44
H 3.78 1.81 -1.51
H 4.19 0.10 -1.31
H 4.81 0.08 1.91
H 3.78 -1.23 1.27
H 3.23 -0.28 2.66
H 3.85 2.97 1.56
H 2.41 2.36 2.41
H 2.48 3.69 -0.35
H 1.81 4.40 1.13
H 0.38 4.91 -0.89
H -1.19 4.11 -1.19
H 0.23 3.62 -2.11
H -0.87 4.13 1.69
H -0.06 2.77 2.50
H -1.58 2.50 1.62
C -2.78 -0.94 3.27
N -1.41 -1.36 3.07
C -0.95 -2.55 3.76
C -0.66 -0.75 2.23
N 0.06 -0.12 1.57
H -2.87 -0.35 4.18
H -3.41 -1.82 3.36
H -3.12 -0.35 2.42
H -0.72 -2.32 4.80
H -0.07 -2.94 3.26
H -1.74 -3.30 3.72
Cl 0.79 2.28 -4.51
C 0.41 0.60 -4.20
C 1.24 0.05 -3.02
O 1.72 -1.06 -3.08
O 1.37 0.87 -2.05
H 0.61 0.01 -5.09
H -0.65 0.54 -3.92
C -3.98 2.43 -0.78
S -2.78 1.08 -0.87
O -3.02 0.26 0.33
O -3.04 0.43 -2.13
O -1.49 1.80 -0.75
H -4.97 2.00 -0.87
H -3.79 3.10 -1.61
H -3.86 2.93 0.17

4.
21
Properties=species:S:1:pos:R:3 method="wB97M-V/def2-TZVPD" homo_lumo_gap_ev=9.2 homo_ha=-0.312 largest_force_ha_per_bohr=0.0674 total_energy_ha=-457.59145 charge=0
C -0.35 0.58 0.22
C 2.01 -0.92 -0.58
C -0.16 1.42 -1.00
C -0.62 1.33 1.48
N 0.85 -0.69 0.25
C -1.03 -0.79 0.13
N -1.69 -0.94 -1.10
O 1.10 -1.13 1.58
O -1.47 -1.38 1.13
H 0.24 -1.54 1.83
H -2.34 -1.71 -1.10
H -1.22 -0.75 -1.97
H 2.84 -1.36 -0.03
H 2.34 0.04 -1.02
H 1.74 -1.60 -1.39
H -1.00 0.69 2.28
H 0.64 2.14 -0.81
H -1.10 1.95 -1.22
H 0.15 0.85 -1.87
H -1.29 2.17 1.34
H 0.36 1.65 1.84

5.
60
Properties=species:S:1:pos:R:3 method="wB97M-V/def2-TZVPD" homo_lumo_gap_ev="7.7 / 7.4" homo_ha="-0.280 / -0.268" largest_force_ha_per_bohr=0.0138 total_energy_ha=-7908.75998 charge=0 spin_multiplicity=5
Mn 1.05 -0.07 -0.22
Br 3.59 -0.03 -1.10
C 3.77 1.82 -0.71
C 4.99 2.38 -0.92
C 5.15 3.77 -0.69
C 4.09 4.52 -0.29
C 2.82 3.94 -0.07
C 1.72 4.73 0.34
C 0.51 4.16 0.57
C 0.35 2.76 0.44
C 1.37 1.93 0.04
C 2.63 2.54 -0.25
H 5.81 1.78 -1.27
H 6.12 4.22 -0.85
H 4.21 5.59 -0.14
H 1.86 5.80 0.46
H -0.33 4.77 0.88
H -0.62 2.33 0.70
C -5.04 -0.76 -0.59
N -3.63 -0.44 -0.66
C -2.87 -0.19 -1.88
C -1.49 0.03 -1.29
O -0.46 0.23 -1.93
N -1.52 -0.07 0.06
C -2.79 -0.35 0.37
N -3.19 -0.50 1.64
H -5.46 -0.69 -1.59
H -5.57 -0.07 0.06
H -5.20 -1.79 -0.24
H -3.22 0.69 -2.42
H -2.86 -1.06 -2.55
H -4.08 -0.91 1.85
H -2.47 -0.55 2.34
Br -1.38 -3.53 1.05
C -1.71 -3.48 -0.82
C -2.99 -3.85 -1.22
C -3.32 -3.89 -2.57
C -2.35 -3.58 -3.52
C -1.08 -3.23 -3.11
C -0.73 -3.17 -1.76
C 0.68 -2.68 -1.46
O 1.58 -2.98 -2.22
O 0.78 -1.97 -0.38
H -3.72 -4.12 -0.47
H -4.32 -4.18 -2.87
H -2.59 -3.63 -4.57
H -0.30 -3.00 -3.83
C 2.71 1.17 2.80
Si 1.55 -0.15 2.15
C 0.02 -0.09 3.23
C 2.36 -1.79 2.50
H 2.94 0.95 3.85
H 2.26 2.17 2.74
H 3.65 1.19 2.24
H -0.54 -1.03 3.15
H 0.34 0.03 4.27
H -0.65 0.75 2.98
H 2.62 -1.84 3.57
H 3.28 -1.93 1.92
H 1.69 -2.62 2.26

6.
16
Properties=species:S:1:pos:R:3 method="wB97M-V/def2-TZVPD" homo_lumo_gap_ev=10.4 homo_ha=-0.344 largest_force_ha_per_bohr=0.0839 smiles="C=CCC(=C)C" total_energy_ha=-234.53135 charge=0
C 1.76 1.55 -0.76
C 1.45 0.28 -0.45
C 0.65 -0.12 0.71
C -0.70 -0.69 0.37
C -1.20 -1.70 1.09
C -1.52 0.18 -0.54
H 1.52 2.51 -0.34
H 2.26 1.69 -1.77
H 1.91 -0.55 -1.01
H 0.57 0.89 1.26
H 1.17 -0.90 1.29
H -2.30 -1.91 0.97
H -0.45 -2.30 1.70
H -1.99 0.93 0.00
H -2.17 -0.56 -1.20
H -0.96 0.72 -1.31

7.
18
Properties=species:S:1:pos:R:3 method="wB97M-V/def2-TZVPD" homo_lumo_gap_ev="7.5 / 7.2" homo_ha="-0.936 / -0.985" largest_force_ha_per_bohr=0.2372 total_energy_ha=-4059.76124 charge=+4 spin_multiplicity=6
Co 0.12 0.19 -2.68
Ti 0.28 0.54 -0.22
Cl -0.27 -1.54 -1.12
Cl -0.57 2.18 -1.52
C 1.60 1.81 0.63
C 0.60 -1.09 -3.82
C 0.59 1.27 -3.99
O 2.15 2.71 1.15
O 0.78 -2.11 -4.31
O 0.90 1.89 -4.91
S -2.28 -0.87 3.14
C -0.65 -1.44 3.51
C 0.25 -0.96 2.60
N -0.37 -0.09 1.66
C -1.68 0.10 1.88
H -0.45 -2.13 4.30
H 1.31 -1.16 2.50
H -2.31 0.69 1.20

8.
102
Properties=species:S:1:pos:R:3 method="wB97M-V/def2-TZVPD" homo_lumo_gap_ev="6.8 / 6.5" homo_ha="-0.270 / -0.280" largest_force_ha_per_bohr=0.0148 total_energy_ha=-6039.44289 charge=0 spin_multiplicity=3
Mo 1.20 -0.53 1.26
C -4.50 0.62 5.90
C -3.25 0.67 5.06
C -2.58 1.86 4.80
C -1.49 1.90 3.96
C -0.98 0.76 3.30
N 0.03 0.89 2.35
C 0.11 2.19 1.79
C -1.01 2.85 1.29
C -0.91 4.07 0.65
C 0.33 4.68 0.44
C 0.45 5.97 -0.32
C 1.45 4.03 0.93
C 1.33 2.83 1.61
N 2.52 2.25 2.14
C 3.54 2.91 2.70
C 4.49 1.98 3.06
C 3.95 0.76 2.69
N 2.75 0.93 2.13
C -1.55 -0.45 3.72
C -2.70 -0.47 4.51
N -1.00 -1.71 3.38
C -1.28 -2.89 3.99
C -0.69 -3.90 3.26
C -0.04 -3.24 2.22
N -0.22 -1.93 2.31
H -4.82 1.62 6.18
H -4.34 0.05 6.82
H -5.32 0.14 5.36
H -2.92 2.79 5.26
H -1.02 2.85 3.78
H -1.98 2.39 1.40
H -1.81 4.55 0.26
H -0.52 6.32 -0.66
H 1.07 5.84 -1.21
H 0.90 6.75 0.30
H 2.43 4.44 0.75
H 3.50 3.98 2.83
H 5.43 2.16 3.55
H 4.36 -0.22 2.82
H -3.19 -1.42 4.69
H -1.87 -2.92 4.88
H -0.70 -4.95 3.47
H 0.58 -3.64 1.44
Br -1.01 0.11 -7.74
C 0.09 -1.22 -6.96
C -0.10 -2.55 -7.31
C 0.71 -3.52 -6.74
C 1.66 -3.16 -5.79
C 1.87 -1.82 -5.47
C 1.08 -0.85 -6.06
N 2.52 -4.20 -5.29
N 2.68 -4.38 -4.08
C 1.94 -3.63 -3.10
C 0.58 -3.57 -3.06
C -0.12 -2.88 -2.05
C 0.58 -2.22 -1.06
O 0.03 -1.50 -0.12
C 2.00 -2.32 -1.07
N 2.63 -1.65 -0.07
C 3.94 -1.65 -0.03
C 4.72 -2.35 -0.96
C 4.11 -3.04 -1.97
C 2.70 -3.03 -2.06
H -0.86 -2.82 -8.02
H 0.60 -4.56 -7.01
H 2.64 -1.54 -4.77
H 1.24 0.20 -5.82
H 0.00 -4.07 -3.84
H -1.20 -2.84 -2.05
H 4.41 -1.08 0.77
H 5.80 -2.33 -0.86
H 4.68 -3.59 -2.70
O -0.14 3.16 -4.72
C -0.22 3.47 -3.41
O 0.16 4.52 -2.99
C -0.87 2.43 -2.55
C -2.22 2.20 -2.41
Cl -3.49 2.86 -3.35
N -2.39 1.28 -1.43
N -1.21 0.91 -0.93
C -0.29 1.58 -1.59
C 1.16 1.42 -1.30
O 1.99 1.93 -2.02
O 1.44 0.76 -0.21
C -3.55 0.69 -0.85
C -4.74 1.40 -0.74
C -5.83 0.79 -0.12
C -5.72 -0.50 0.38
C -4.52 -1.18 0.28
C -3.43 -0.60 -0.34
H -0.45 2.26 -4.86
H -4.82 2.41 -1.09
H -6.75 1.34 -0.03
H -6.58 -0.96 0.86
H -4.43 -2.18 0.68
H -2.47 -1.11 -0.40
N 5.98 -3.84 3.75
C 4.87 -3.52 3.81
N 3.59 -3.21 3.94
C 2.96 -2.38 3.23
N 2.30 -1.63 2.63

9.
48
Properties=species:S:1:pos:R:3 method="wB97M-V/def2-TZVPD" homo_lumo_gap_ev="6.0 / 6.0" homo_ha="-0.518 / -0.514" largest_force_ha_per_bohr=0.0364 total_energy_ha=-5565.40647 charge=+2
Ir -0.12 0.27 0.49
Cl 2.35 -1.51 2.31
C 2.01 0.10 2.81
C 1.06 0.83 2.13
C 0.81 2.13 2.54
Cl -0.44 2.98 1.69
C 1.50 2.74 3.57
Cl 1.19 4.37 3.99
C 2.48 1.99 4.24
Cl 3.37 2.71 5.50
C 2.72 0.66 3.88
Cl 3.88 -0.26 4.72
Cl -3.05 1.22 0.32
C -2.90 -0.29 1.19
C -1.70 -1.00 1.02
C -1.62 -2.25 1.64
Cl -0.26 -3.25 1.31
C -2.64 -2.73 2.46
Cl -2.50 -4.26 3.21
C -3.78 -1.95 2.67
Cl -5.01 -2.49 3.70
C -3.93 -0.72 2.00
Cl -5.34 0.22 2.20
N -1.50 -0.53 -2.20
C -0.56 -0.44 -3.37
C 0.60 -1.40 -3.17
C 1.66 -0.95 -2.15
N 1.22 -1.16 -0.74
C 2.10 0.50 -2.39
C 0.95 1.50 -2.57
N 0.34 1.81 -1.25
C -0.08 0.99 -3.58
H -1.91 -1.46 -2.11
H -2.26 0.15 -2.25
H -0.99 -0.34 -1.33
H -1.14 -0.75 -4.24
H 1.09 -1.52 -4.13
H 0.22 -2.40 -2.89
H 2.53 -1.58 -2.32
H 2.03 -1.09 -0.13
H 0.86 -2.11 -0.61
H 2.71 0.52 -3.29
H 2.74 0.82 -1.56
H 1.38 2.42 -2.98
H -0.49 2.38 -1.37
H 0.99 2.41 -0.74
H 0.40 1.02 -4.56
H -0.93 1.68 -3.64

10.
36
Properties=species:S:1:pos:R:3 method="wB97M-V/def2-TZVPD" homo_lumo_gap_ev=10.4 homo_ha=-0.393 largest_force_ha_per_bohr=0.2428 smiles="C[C@@H](F)[C@](Cl)(C#N)[C@@H](Cl)C#N.O=C1OCCO1.O=C1OCCO1" total_energy_ha=-2046.04167 charge=0
C -0.74 -0.25 -0.49
C 0.85 -0.34 -0.91
F 1.05 0.17 -2.29
C 1.89 0.31 0.19
Cl 2.05 -1.00 1.55
C 1.20 1.69 0.83
N 1.03 2.75 1.55
C 3.39 0.62 -0.44
Cl 3.99 -0.85 -1.43
C 3.42 2.04 -1.30
N 3.11 2.98 -2.17
H -1.34 -0.86 -1.32
H -0.90 -0.83 0.53
H -1.16 0.84 -0.39
H 1.11 -1.50 -0.96
H 4.19 0.77 0.43
O -0.41 -1.34 2.24
C -0.32 -1.83 3.35
O -1.33 -2.48 4.00
C -0.76 -3.08 5.14
C 0.45 -2.25 5.40
O 0.81 -1.79 4.11
H -1.47 -3.06 5.98
H -0.52 -4.12 4.91
H 0.24 -1.39 6.04
H 1.26 -2.83 5.85
O -3.24 -0.65 -3.64
C -2.73 0.44 -3.82
O -2.63 1.05 -5.04
C -2.19 2.37 -4.79
C -1.50 2.27 -3.47
O -2.18 1.20 -2.83
H -1.52 2.71 -5.59
H -3.06 3.04 -4.76
H -0.44 2.00 -3.57
H -1.58 3.19 -2.89